(1)
Density functional theory data (wB97M-V/def2-TZVPD) for the molecule C6H9NO in a non-equilibrium geometry.

Computed properties:
Energy above the lowest of the compared OMol25 structures with the same formula, charge and spin: 5.668 eV

Structure (ORCA input):
```
! wB97M-V def2-TZVPD RIJCOSX def2/J DEFGRID3
* xyz 0 1
C -0.549 -1.340 1.291
C 0.337 -0.690 0.175
C 0.391 0.895 0.474
C -0.133 -0.077 -0.982
C -1.486 0.539 -0.579
C -1.069 1.247 0.422
H -1.557 -0.957 0.954
H -0.137 -0.963 2.387
H -0.631 -2.564 1.460
H 2.195 -0.592 -0.483
H 0.888 1.521 1.291
H 0.250 1.982 -1.438
H -0.008 -0.879 -1.907
H -2.438 0.324 -0.917
H -1.611 1.613 1.229
N 0.810 1.135 -0.952
O 1.555 -1.359 -0.089
*
```

(2)
Density functional theory data (wB97M-V/def2-TZVPD) for a cluster of 2 separate species, C4H9NO3 in total in a non-equilibrium geometry.

Computed properties:
⟨S²⟩: 2.011
Energy above the lowest of the compared OMol25 structures with the same formula, charge and spin: 2.735 eV

Structure (ORCA input):
```
! wB97M-V def2-TZVPD RIJCOSX def2/J DEFGRID3
* xyz 0 3
C -0.197 2.247 1.225
C 1.085 -1.676 -1.074
C -0.269 -0.473 0.611
C 0.861 -0.257 -0.500
N -1.590 -0.517 0.447
O -2.426 -0.808 1.333
O -1.981 -0.121 -0.736
O 0.474 0.757 -1.434
H 0.040 2.330 0.262
H -1.139 1.918 1.556
H 0.557 2.441 1.993
H 0.095 -1.895 -1.481
H 1.762 -1.530 -1.929
H 1.466 -2.352 -0.368
H 0.038 -0.847 1.624
H 1.737 0.108 -0.013
H -0.513 0.672 -1.516
*
```